Record 1
The following is a DFT calculation (ωB97M-V with the def2-TZVPD basis set) of a cluster of 8 separate species, C44H102O22S in total in a non-equilibrium geometry.

Cartesian coordinates (Å):
H -4.1439 -1.6546 -0.6562
C -1.2366 -3.7534 -1.1994
C -4.8979 -2.5549 2.7287
O -2.0999 -1.6197 -1.4775
C 2.4344 -0.0132 -0.1782
C -0.3601 1.9657 -4.9796
H 3.9864 -6.8934 -2.4343
H 2.8943 -6.2843 1.3535
H 6.3107 -0.0795 1.3234
H 6.9216 1.1627 0.0244
H 0.3996 1.4775 -2.4516
H 3.4641 -5.3637 -0.1613
H -0.6663 1.8998 -6.0670
C 1.3046 3.6021 -5.5778
H 4.0488 -4.6762 -2.0729
H -4.1261 -3.4988 4.5054
H -1.1384 0.4733 -0.5787
H 3.4130 -1.8630 -4.5586
H -6.2151 3.1526 0.1603
H 0.6962 4.9954 2.2006
C -2.7792 3.7923 3.2322
H 1.6215 -4.2151 2.0732
O 3.2726 -1.4156 2.2931
H -5.6967 -0.9292 -0.9514
H 0.3642 0.2395 4.0088
H 2.3335 -3.2256 0.7029
O -2.6880 -3.5836 3.1235
C 0.7148 0.6851 -1.8003
H 1.6487 -2.2610 -4.8680
H 1.0567 -7.4908 -0.8446
C -1.7186 -2.7907 2.4885
H 4.4719 0.1280 2.7237
H 1.3093 6.1063 -1.7053
H -1.4367 -1.9073 3.1496
H -3.2454 2.6207 -1.5512
C -5.4927 3.8996 0.4316
H 7.1461 -2.4576 0.3528
O 3.6888 -4.3955 1.6563
C 2.2024 0.8682 -1.4298
O 1.0251 2.3484 -4.9467
H -3.3647 -1.1049 -3.0561
H -0.3157 0.9901 -4.5919
H -2.1817 -4.1631 -0.8549
C -5.1818 -1.6125 -0.2950
H -3.6643 7.5737 0.6791
H 6.5784 -2.5457 -2.0469
H 1.5086 -2.2073 3.1338
O 2.0804 -6.2603 -2.0587
C 2.8177 0.2677 4.1065
H -3.4677 -2.0012 4.2356
H 0.0009 -0.8890 5.4280
C -1.8311 1.6620 2.8894
C 6.2227 -2.0275 -0.1245
C -1.2555 2.9433 -4.3484
H 2.2035 0.8556 3.4896
O 0.4950 -1.5615 0.5450
C 1.4813 5.0062 -1.7014
C 2.4671 -3.6515 1.7232
C 2.4770 -3.4719 -2.4822
H 0.5874 6.1139 3.6439
H 0.6171 -0.2659 -2.3008
C -0.7890 4.5170 -1.0982
H 5.8838 -4.0063 -1.0670
H 2.8741 -8.0715 -1.6645
H -4.9402 -4.6510 -0.8938
C 2.9676 -7.3188 -2.4665
H -3.6198 4.4282 3.0003
H 0.3147 -7.1823 -2.4798
O -5.8003 -2.8511 -0.2145
H -5.0396 -3.3982 2.0128
H -0.7738 -3.3657 2.4526
C 0.6379 5.0378 3.3072
H 3.2688 0.2563 0.4726
H -4.9841 2.1639 -1.1762
H 2.9192 0.5433 -2.1359
C 2.3677 -1.7164 -4.1732
C 3.7787 -0.5539 3.2511
H -3.1827 0.0948 -1.6976
H -2.8675 3.5341 4.3040
H -6.9370 5.2140 1.2351
H -1.8956 -0.0766 -2.8693
H 4.5834 -6.1245 1.0394
H 3.7313 4.2797 2.3596
H -0.7450 -3.2626 -0.3342
H -1.0164 5.4410 -0.6898
H -2.1772 -2.9692 -2.9554
H 4.4778 -1.1124 3.8797
O 0.5681 4.1771 -1.0234
H 3.0352 -2.8377 3.6568
O -0.9318 3.1752 -2.9728
H -2.0163 -2.4144 1.4956
C 0.0000 -5.6675 -0.9026
H -5.0029 7.6207 -0.4692
H 1.7214 4.2211 4.9747
C 3.9592 -3.7015 -2.4887
C -1.6222 4.7055 2.9616
O 2.0092 -0.6107 4.8962
C -5.3171 -0.8776 1.0258
H -3.9107 6.2586 -0.5578
H 0.5554 0.7378 5.6878
C -6.0749 5.2818 0.6151
C -1.4748 -2.6385 -2.2099
H 2.1414 -3.4916 -1.4545
H 1.6513 4.6272 -2.7070
O -0.4247 4.2912 3.6823
C -4.4285 6.9270 0.1408
O 4.5254 -2.6400 -1.7087
H -2.0794 0.7015 2.4582
H 2.5866 -7.7607 -3.3377
O 2.3679 3.2612 3.2920
H 7.9856 -0.1427 0.7154
H 4.4636 -3.6999 -3.4808
H 2.4226 4.8417 -1.1792
H -2.3925 4.5024 -2.6220
H 2.7161 -1.0227 -0.4529
H -4.6992 -3.1705 -1.8788
C -1.3107 4.4214 -2.4585
C 1.9137 4.4792 3.9459
S 0.9444 -0.2136 0.6578
H -0.8205 -6.2526 -0.4596
H -5.0513 0.1272 0.8714
H 0.5490 -5.2415 -0.0732
H 1.8524 -4.1671 -3.0793
C 0.8238 -6.6943 -1.5763
H -0.0175 1.8137 -0.1839
O -2.8854 2.5867 2.4859
C -5.3651 -3.7511 -1.2426
H -5.0792 3.6278 1.3823
C -4.0551 2.6700 -0.8087
C -3.7859 -2.8817 3.6657
O -5.1312 6.2175 1.1414
H 2.4536 1.8496 -1.0692
C 3.6093 -5.6038 0.9011
C -0.0388 0.7803 -0.4584
O 1.0009 0.4007 1.9666
H -0.7890 5.2496 -3.0187
H -1.8046 5.7125 3.2683
H -5.8210 -2.3572 3.2521
H 2.2593 3.8160 1.2958
O -0.4111 -4.7021 -1.8085
C 6.9020 0.1047 0.4079
H 3.5051 2.6228 1.7452
H 1.1693 4.4506 -4.7877
C -2.6821 -0.6533 -2.3219
H -1.3317 4.8001 1.8865
H -2.2994 2.5423 -4.4811
H -0.4958 -2.3602 -2.6241
H 2.2260 3.5672 -5.9964
H -6.4243 5.7290 -0.3272
H 5.4557 -1.9761 0.6549
C 2.4967 -2.5196 2.7344
H -0.8459 1.9992 2.6379
H 2.6857 5.2700 3.9622
O 6.4266 -0.7288 -0.6402
O -4.4801 -1.3743 2.0295
O -4.4286 3.9973 -0.5327
H 2.0708 -0.6330 -4.1279
H 0.5446 3.8055 -6.3888
H -1.9143 1.5157 4.0090
H -6.2595 -4.0207 -1.8511
H -3.7659 2.1639 0.1000
H -1.3141 3.7998 -0.5407
C 0.6678 -0.0966 5.0341
H -6.3990 -0.9378 1.3153
O 2.1416 -2.1508 -2.8361
C 2.9861 3.5410 2.0494
H 3.3370 0.9635 4.7729
H -1.2670 3.9413 -4.8003
C 5.8208 -2.8952 -1.2906

Computed properties:
Structure (SMILES): O=S1(=O)CCCC1.COCCOCCOC.COCCOCCOC.COCCOCCOC.COCCOCCOC.COCCOCCOC.COCCOCCOC.COCCOC
Energy, eV: -103148.33299

Results of the Mulliken charge analysis, in e, for atoms 1 through 99: -0.64, 0.12, -0.33, 0.75, 0.26, -0.66, 0.24, 0.39, 0.23, 0.23, -0.45, 0.22, 0.41, -0.68, 0.18, 0.44, -0.99, 0.22, 0.46, -0.11, -0.96, 0.62, 0.39, 0.46, -0.12, -0.85, -0.52, 0.81, 0.26, 0.46, 0.60, 0.03, 0.32, -0.06, -0.37, -0.04, 0.42, -0.54, -1.61, -0.31, 0.60, -0.04, 0.36, 0.63, 0.24, 0.12, -0.31, 0.13, 0.74, 0.29, 0.35, -0.51, 0.32, -0.65, -0.81, 0.37, -1.06, 0.67, 0.14, 0.31, -0.21, -0.30, 0.34, 0.35, 0.26, -0.91, 0.47, 0.32, -0.43, 0.20, -0.09, 0.15, 0.29, 0.69, 0.65, -0.81, -0.93, -0.05, 0.37, 0.41, 0.11, 0.33, 0.52, -0.38, 0.88, 0.69, 0.32, 0.07, 0.79, 0.98, -0.24, 0.35, 0.35, 0.31, -0.81, 0.20, -0.51, -0.69, 0.01

***

Record 2
The following is a DFT calculation (ωB97M-V with the def2-TZVPD basis set) of a cluster of 2 separate species, C4H9NO in total in a non-equilibrium geometry.

Cartesian coordinates (Å):
H -0.3669 2.9571 3.3330
H 1.4993 -2.7205 -1.0412
C -0.5526 0.3658 2.1506
O 0.8466 -2.5245 -1.7906
H 2.4010 -1.1880 -2.2482
C 1.2696 -1.2788 -2.3457
H -2.3310 1.2523 3.0376
N -0.9236 2.8007 2.5141
H -0.8476 -0.6235 2.1485
H -0.4465 -1.0511 -3.3069
C -1.2963 1.4143 2.5538
H -1.7805 3.1666 2.8021
H 1.0844 -0.2071 -4.1175
H 0.5629 0.4769 2.0963
C 0.5656 -0.7466 -3.3549

Computed properties:
Structure (SMILES): C=CN.C=CO
Energy, eV: -7828.38395

Mulliken analysis output, partial charges in e: 0.24, 0.33, -0.70, -0.48, 0.20, 0.08, 0.18, -0.58, 0.30, 0.25, 0.07, 0.30, 0.26, 0.18, -0.64

***

Record 3
The following is a DFT calculation (ωB97M-V with the def2-TZVPD basis set) of a cluster of 6 separate species, C17H40IN7O7 in total in a non-equilibrium geometry.

Cartesian coordinates (Å):
C -0.0699 -8.0177 5.6808
C 1.5255 0.6500 -3.3941
H -1.2607 4.3647 -3.5464
H 0.0618 2.5213 -2.0888
H -3.8770 5.3886 1.6338
H 1.9264 0.1937 -4.3136
H 0.3766 -8.9847 5.4418
I -1.0666 5.2440 -6.3447
H -1.0271 -7.9338 5.1632
N -2.4507 2.8270 -4.3083
H -2.2822 3.3775 -1.0679
H -1.3497 -1.7018 2.2467
H -2.0465 2.4095 -6.3078
H -1.8993 7.0321 -0.4406
O -1.2538 1.9712 -6.6493
H 4.5404 -2.0033 1.4311
N 3.0461 -2.8077 2.6410
C 2.2226 2.7284 -4.4767
H 2.2706 -6.8891 3.7746
H 0.7145 -7.6034 3.2949
H 4.1749 -1.6283 3.9550
N -1.5838 -0.3505 0.6630
H -1.7400 0.4287 2.5423
H -0.2460 -7.9690 6.7528
N 1.6316 1.9880 -3.3778
H -2.2582 4.7196 1.9212
H -2.6369 0.2903 -1.0175
H 2.5413 2.0409 -5.2560
H -3.1840 3.4628 -4.0339
H -0.8901 0.5768 -1.0962
H 1.4931 3.4210 -4.8997
C -0.1810 2.4710 -6.0444
O -1.9368 5.8555 -2.0987
H 1.5405 -3.6019 3.7660
C -3.1110 3.8898 -0.5849
C -1.7248 0.6976 1.4734
H -0.4488 -2.1039 0.7835
C 3.9064 -2.6757 3.8022
H -0.5555 2.7598 -3.4176
N -0.3511 3.6576 -5.2557
O 2.0507 -5.1350 5.8713
C 3.5281 -2.3855 1.3349
H 0.8712 -5.8448 3.4976
H 4.8194 -3.2572 3.6613
O 1.0188 -0.0118 -2.5061
C -2.1604 6.0738 -0.9194
H 1.6433 2.3879 -1.3181
H 3.3914 -3.0446 4.6866
C 1.1271 2.7126 -2.2223
H -2.4580 6.4493 1.5720
H 0.9653 -6.2365 7.1876
H -3.4720 3.2865 0.2335
N -2.6810 5.1813 -0.0720
H 2.8831 -1.6073 0.9259
H 1.2839 3.7776 -2.3673
O 0.8989 1.9290 -6.1283
H 3.0896 3.2934 -4.1277
N 0.8147 -6.9430 5.2762
C 1.8105 -3.3137 2.7379
C 1.1872 -6.8166 3.8750
C -1.3817 -1.7048 1.1602
O -1.8210 1.8551 1.0859
O 1.0432 -3.4553 1.7983
H -2.5747 2.0153 -3.7256
C -1.1336 3.4235 -4.0491
H 3.5214 -3.2263 0.6411
H -3.9090 4.0379 -1.3183
C 1.3051 -6.0550 6.1544
C -1.6554 -0.1244 -0.7731
H -2.2048 -2.3437 0.8314
H -1.5162 -1.0650 -1.2957
C -2.8261 5.4508 1.3449

Computed properties:
Structure (SMILES): NCN(I)C(=O)O.CN(C)C=O.CN(C)C=O.CN(C)C=O.CN(C)C=O.CN(C)C=O
Energy, eV: -51140.33313

Mulliken analysis output, partial charges in e: -0.92, 0.07, 0.49, 0.28, 0.33, 0.33, 0.33, 0.16, 0.34, -0.67, -0.10, 0.29, 0.38, 0.28, -0.47, 0.38, 0.14, -1.29, 0.29, 0.36, 0.36, 0.24, 0.29, 0.29, 0.24, 0.30, 0.28, 0.44, 0.28, 0.22, 0.51, 0.58, -0.60, 0.42, -0.62, 0.06, 0.50, -0.90, -1.14, -0.66, -0.55, -0.95, 0.17, 0.33, -0.55, 0.06, 0.38, 0.27, -1.03, 0.31, 0.26, 0.42, 0.17, 0.31, 0.39, -0.52, 0.36, 0.13, 0.03, -0.79, -1.17, -0.58, -0.67, 0.17, 1.33, 0.28, 0.32, 0.10, -0.84, 0.33, 0.37, -0.90